1.
This record from the Open Molecules 2025 dataset describes 13 unconnected molecules or ions with the total composition H24O16S in a non-equilibrium geometry. The level of theory is ωB97M-V with the def2-TZVPD basis set.

Geometry (Å):
S: 12.1470 44.7530 29.8710
O: 12.7960 45.2390 31.0380
O: 12.5120 43.4010 29.3930
O: 10.7140 44.6350 30.0630
O: 12.4260 45.6170 28.7150
O: 14.9070 46.6490 30.8970
H: 14.1170 46.0180 30.9600
H: 15.1080 46.5630 29.9140
O: 8.6150 45.3610 28.6160
H: 9.5440 44.9360 29.0900
H: 9.0730 46.0480 28.1490
O: 9.0630 42.5060 30.4130
H: 9.1530 42.2240 29.4780
H: 9.8860 43.2500 30.4710
O: 12.8400 44.9550 26.1590
H: 12.5190 45.3660 27.0780
H: 13.8290 44.6890 26.3790
O: 10.2810 47.4010 27.4780
H: 10.9500 46.7530 27.7810
H: 10.4140 48.3090 27.8730
O: 13.1660 41.3290 28.1390
H: 12.8190 42.1700 28.6710
H: 13.7390 41.5670 27.2790
O: 13.9040 43.7360 32.6500
H: 13.4230 42.9390 32.3860
H: 13.4090 44.3930 32.1620
O: 15.3280 43.6980 29.0460
H: 15.8020 43.8480 29.8190
H: 14.4060 43.4760 29.2460
O: 12.5110 41.4340 31.5670
H: 12.3290 41.8480 30.7560
H: 11.6390 41.3250 31.9570
O: 9.4370 45.7630 32.0440
H: 9.5500 46.7970 31.8750
H: 9.8800 45.1910 31.3400
O: 11.9960 46.6470 33.0050
H: 12.5090 46.1840 32.3020
H: 11.0400 46.5060 32.7620
O: 14.7710 46.5450 28.2700
H: 13.9010 46.1770 28.2850
H: 15.2770 45.6740 28.4280

Values from the calculation:
Total charge: -2
Energy above the lowest of the compared OMol25 structures with the same formula, charge and spin: 3.6072 eV
LUMO level: 0.1872 Ha
DFT total energy: -43987.019 eV
2S+1: 1
Highest occupied orbital energy: -4.280 eV

Atomic partial charges in e from the Mulliken method, atoms 1 to 8: -0.068, -0.528, -0.584, -0.495, -0.726, -0.822, 0.515, 0.434

---

2.
This record from the Open Molecules 2025 dataset describes 2 unconnected molecules or ions with the total composition C4H13ClSi2 in a non-equilibrium geometry. The level of theory is ωB97M-V with the def2-TZVPD basis set.

Geometry (Å):
C: -2.7338 -0.0492 0.1644
C: -0.2401 0.8729 -1.8546
C: -0.2249 1.2562 1.4560
C: 0.1481 -1.4778 -0.0093
Si: 3.1103 -1.0983 0.3033
Si: -0.7836 0.2398 -0.0990
Cl: 3.4784 0.2345 -1.1993
H: -3.1159 0.0618 1.1474
H: -3.2941 0.7272 -0.4188
H: -3.3317 -0.9143 -0.1405
H: -1.1311 1.0984 -2.4980
H: 0.3350 1.7713 -1.6724
H: 0.3285 0.1379 -2.4887
H: -0.8810 2.0484 1.7802
H: -0.0974 0.5094 2.2452
H: 0.8015 1.5535 1.5447
H: 0.0123 -2.2073 -0.8770
H: 0.2298 -1.9257 0.9658
H: 3.7736 -0.4462 1.6049
H: 3.6162 -2.3924 0.0457

Values from the calculation:
Energy above the lowest of the compared OMol25 structures with the same formula, charge and spin: 3.4491 eV
LUMO level (spin up / spin down): -0.0223 / -0.0151 Ha
DFT total energy: -32634.591 eV
2S+1: 1
Highest occupied orbital energy (spin up / spin down): -8.358 / -7.963 eV

Atomic partial charges in e from the Mulliken method, atoms 1 to 8: -1.234, -1.036, -1.140, -0.996, 0.527, 0.479, -0.216, 0.363

---

no.,molar mass (g/mol)
1,312.243
2,152.773